Entry 1:
53
Properties=species:S:1:pos:R:3:forces:R:3:nbo_charge:R:1 method="wB97M-V/def2-TZVPD" charge=-1 molar_mass_g_mol=316.32 gap_ev=9.133 de_lowest_kcal_mol=70.3 fmax_ev_per_a=2.6
C -0.96927 -0.51522 -0.43389 -0.93 1.92 0.03 -0.292
N 0.16530 0.41254 -0.71231 1.69 -0.55 -1.73 -0.716
C 1.06582 0.81879 0.37215 -1.09 -0.63 0.44 -0.127
C 0.82422 2.22827 0.84924 1.92 1.50 0.97 -0.063
O 1.41147 2.27175 2.20064 0.20 0.10 -1.57 -0.765
C 2.56549 0.67403 0.06906 1.63 -0.43 0.98 -0.083
O 3.26456 -0.35946 0.83875 -0.97 -0.52 0.20 -0.752
C -1.03309 -1.54775 -1.55484 -0.21 -0.92 -0.51 -0.650
H -1.84800 0.21624 -0.35780 0.85 -1.65 -0.51 0.190
H -0.95739 -0.94756 0.58280 0.47 0.31 -1.31 0.261
H 0.77044 -0.03590 -1.43607 -0.74 0.19 0.81 0.390
H 0.71615 0.20489 1.24026 0.87 0.15 -0.31 0.217
H 1.36896 3.01715 0.26347 -0.34 -0.80 0.06 0.158
H -0.18718 2.54722 0.90524 -0.98 -0.30 0.17 0.188
H 0.81948 2.72973 2.79032 -0.38 0.07 0.29 0.490
H 2.82225 0.43948 -0.99395 -0.49 0.33 0.71 0.195
H 3.15471 1.54539 0.43846 -0.94 0.08 -0.88 0.189
H -0.86447 -1.18185 -2.58719 0.07 0.09 0.82 0.193
H -2.01001 -2.05894 -1.65270 0.40 0.19 0.51 0.226
H -0.25152 -2.31996 -1.39381 -0.57 0.41 0.09 0.225
H -1.10932 0.49052 -3.00497 -0.56 0.14 0.23 0.454
H -0.47203 0.25185 -4.24110 0.06 0.29 -0.77 0.478
O -1.33741 0.55715 -3.94128 0.37 -0.14 0.32 -0.931
H -3.33518 2.05187 -0.24175 -0.19 -0.66 -0.70 0.493
H -3.40280 0.92032 -1.29706 0.42 0.08 -0.97 0.476
O -3.72993 1.18378 -0.45418 -0.95 0.61 1.66 -0.955
H 3.06041 -2.34422 0.23316 -0.70 -0.23 -0.13 0.494
H 1.57570 -3.07979 0.36486 1.24 0.68 -0.86 0.524
O 2.41249 -2.90876 -0.23263 -0.57 -0.37 0.86 -1.029
H 2.72864 -0.55696 1.63173 0.34 0.25 -0.56 0.473
H 1.07866 0.60133 3.32650 0.13 0.25 -0.04 0.477
O 0.54508 0.69713 4.11958 0.87 -0.20 0.97 -0.955
H -2.34483 -2.14067 1.75860 -0.51 -0.55 -0.70 0.503
H -3.08175 -1.63072 0.58908 -0.37 -0.24 -0.31 0.453
O -2.94982 -2.48802 1.01392 0.38 0.58 0.80 -1.007
H -1.27409 2.03272 -1.91721 -0.55 1.33 0.86 0.479
H -1.26109 2.62735 -0.54217 0.50 -0.19 0.93 0.471
O -1.64461 2.79852 -1.38900 0.25 -0.79 -1.85 -0.955
H -0.55361 -3.63158 0.79398 -1.09 -0.85 -0.39 0.481
H -0.33723 -2.21687 1.46318 0.70 -1.25 0.24 0.517
O 0.14402 -3.04727 1.01524 0.66 1.38 0.80 -1.031
H -0.33153 0.59827 3.78894 -1.16 -0.07 -0.29 0.473
H -0.94548 -1.48401 3.27847 0.12 -0.17 -0.15 0.470
O -1.08989 -1.28210 2.34603 0.20 0.24 1.10 -1.200
H 2.12312 -2.04985 -1.58995 0.36 0.43 -0.77 0.506
H 1.62020 -2.26222 -2.99842 -0.14 -0.05 -0.44 0.459
O 2.11266 -1.60396 -2.50902 -0.10 -0.17 1.04 -1.014
H -2.55015 0.86987 1.48970 -0.84 0.00 -0.48 0.470
H -1.43483 0.24055 2.28304 -0.65 0.94 -0.49 0.500
O -1.84779 1.17627 2.05001 1.15 -0.79 0.83 -1.049
H 0.79433 2.37354 -2.88065 -0.73 0.85 -0.20 0.466
H 1.68177 1.29173 -2.84479 0.82 -1.00 -0.09 0.466
O 1.29576 1.85597 -3.50925 0.07 0.12 0.24 -0.931

=====

Entry 2:
90
Properties=species:S:1:pos:R:3:forces:R:3:lowdin_charge:R:1 method="wB97M-V/def2-TZVPD" charge=+4 molar_mass_g_mol=856.20 gap_ev="6.972 / 5.889" de_lowest_kcal_mol=0.5 spin_multiplicity=3 fmax_ev_per_a=0.1
W 0.36109 1.02927 0.88643 0.06 -0.01 -0.04 1.492
C 2.19664 -1.81002 2.15701 0.00 0.00 -0.01 0.005
C 1.51774 -0.50231 2.43867 0.00 0.00 0.01 -0.256
C 2.29612 0.69192 2.52476 0.02 0.03 0.01 -0.254
C 3.79139 0.56980 2.51308 0.00 0.00 0.00 -0.013
C 1.65453 1.94747 2.74102 -0.01 -0.01 0.03 -0.252
C 2.45643 3.22260 2.73558 0.00 0.01 0.00 0.008
C 0.27831 1.96872 3.12080 0.00 -0.02 0.00 -0.252
C -0.38437 3.25824 3.53459 0.00 0.00 0.00 0.007
C -0.43612 0.74064 3.25544 0.00 -0.01 -0.05 -0.215
C -1.79579 0.71409 3.89077 -0.01 0.00 0.00 0.015
C 0.15168 -0.48613 2.83387 0.00 -0.02 0.04 -0.219
C -0.58759 -1.78259 2.99226 0.00 -0.01 0.00 0.018
H 2.54415 -2.23840 3.10361 0.00 0.01 0.00 0.141
H 3.06769 -1.69650 1.51655 0.00 0.00 0.00 0.083
H 1.52081 -2.53424 1.71080 0.00 0.00 0.00 0.084
H 4.06092 -0.09064 3.34395 0.00 0.00 0.00 0.138
H 4.30254 1.51124 2.67468 0.00 0.00 0.00 0.095
H 4.19430 0.09031 1.61976 0.00 0.00 0.00 0.062
H 3.35291 3.14460 2.13125 0.00 0.00 0.00 0.067
H 2.76692 3.46393 3.75666 0.00 0.00 0.00 0.142
H 1.89027 4.07767 2.37455 0.00 0.00 -0.01 0.087
H -0.44481 3.29389 4.62652 0.00 -0.01 0.00 0.139
H -1.40743 3.34792 3.16746 0.00 0.00 0.00 0.093
H 0.16470 4.14346 3.23297 0.00 0.00 0.00 0.086
H -1.71652 0.13776 4.81830 0.01 0.00 0.00 0.142
H -2.54618 0.19850 3.28990 0.00 0.00 0.00 0.099
H -2.17046 1.69539 4.15927 0.00 0.00 0.00 0.095
H -0.43274 -2.45623 2.15240 0.00 0.01 0.00 0.068
H -1.65549 -1.64944 3.11971 0.00 0.00 0.00 0.082
H -0.20964 -2.28421 3.88954 0.01 0.00 0.00 0.142
N 0.22222 3.08438 0.08177 0.02 0.03 0.04 -0.068
C -0.66268 3.36880 -1.10804 -0.02 0.00 0.00 -0.167
C -2.12385 3.24920 -0.73070 0.00 -0.01 0.00 -0.143
C -2.54441 1.83220 -0.40679 -0.01 0.01 0.00 -0.162
N -1.84625 1.30091 0.81897 -0.02 0.03 -0.02 -0.040
H -0.08818 3.71347 0.82656 0.00 0.00 0.00 0.107
H 1.16094 3.41072 -0.14309 0.00 0.00 0.00 0.069
H -0.40358 2.65556 -1.89027 0.01 0.00 0.00 0.097
H -0.43838 4.37511 -1.46122 0.00 0.00 0.00 0.148
H -2.72313 3.59100 -1.57650 0.00 0.00 0.00 0.149
H -2.36507 3.93465 0.09037 0.00 0.00 0.00 0.136
H -2.31438 1.16083 -1.23050 0.00 -0.01 -0.01 0.088
H -3.61756 1.78692 -0.21862 0.00 0.00 0.01 0.149
H -2.21506 0.36105 0.98299 0.00 -0.01 0.00 0.086
H -2.18050 1.85321 1.60958 0.00 0.00 0.00 0.102
C 2.17155 1.14945 -2.73879 -0.01 0.00 -0.01 -0.317
Te 2.75755 0.84300 -0.72491 0.01 0.02 -0.03 1.487
C 3.87446 2.65313 -0.59641 0.01 0.00 0.01 -0.322
H 3.10673 1.24310 -3.28983 0.00 0.00 0.01 0.045
H 1.58198 2.05408 -2.85649 0.00 0.00 0.01 0.020
H 1.64030 0.26086 -3.06931 0.01 0.00 0.00 -0.004
H 3.25394 3.54629 -0.57021 0.00 0.00 0.00 0.022
H 4.48900 2.67172 -1.49566 0.00 0.00 0.00 0.042
H 4.52624 2.60715 0.27162 0.00 0.00 0.00 0.018
O -0.11704 -0.29158 -0.53394 -0.10 0.04 -0.01 -0.564
P -0.66370 -1.48831 -1.44025 0.07 -0.05 0.04 0.940
C 0.73405 -2.18611 -2.28001 0.00 0.01 -0.01 -0.320
C 0.63996 -2.49292 -3.64068 -0.01 -0.01 0.00 -0.039
C 1.71831 -3.07931 -4.28996 0.01 0.00 0.01 -0.013
C 2.88351 -3.35984 -3.59053 0.00 0.00 0.00 -0.006
C 2.98042 -3.06259 -2.23234 0.00 0.00 0.01 -0.037
C 1.90974 -2.48168 -1.57712 0.00 -0.01 0.00 -0.141
C -1.45587 -2.65048 -0.35420 -0.02 0.02 -0.01 -0.306
C -0.89458 -3.90470 -0.10990 0.00 0.00 0.01 -0.052
C -1.53625 -4.79085 0.74844 0.01 0.00 0.00 -0.021
C -2.73616 -4.43500 1.34824 0.00 0.01 0.00 -0.012
C -3.31171 -3.19093 1.09221 0.00 -0.01 0.01 -0.042
C -2.67479 -2.30034 0.24673 -0.01 0.01 0.00 -0.115
C -1.82202 -0.86962 -2.63363 -0.01 -0.01 0.00 -0.330
C -3.00875 -1.55931 -2.89579 -0.01 0.00 -0.01 -0.044
C -3.84510 -1.12913 -3.91875 0.00 -0.01 0.01 -0.013
C -3.50019 -0.02518 -4.68325 0.00 0.00 0.00 -0.005
C -2.30731 0.65565 -4.44051 0.00 0.00 0.00 -0.031
C -1.46911 0.23252 -3.42698 0.01 0.01 0.00 -0.106
H -0.26761 -2.28693 -4.19315 0.00 0.00 0.00 0.120
H 1.64327 -3.32370 -5.34098 0.00 0.00 0.00 0.133
H 3.71832 -3.82376 -4.09947 0.00 0.00 0.00 0.134
H 3.88526 -3.30641 -1.69103 0.00 0.00 0.00 0.126
H 1.97519 -2.28225 -0.51399 -0.01 -0.01 0.00 0.065
H 0.01958 -4.20660 -0.60548 0.00 0.00 -0.01 0.115
H -1.11155 -5.77022 0.92464 0.00 0.00 0.00 0.132
H -3.24389 -5.13868 1.99517 0.00 0.00 0.00 0.134
H -4.27112 -2.94073 1.52658 0.00 0.00 0.00 0.128
H -3.16837 -1.36665 -0.01206 0.00 0.00 0.00 0.105
H -3.27844 -2.43942 -2.32748 0.00 0.00 0.00 0.117
H -4.76001 -1.66829 -4.12429 0.00 0.00 0.00 0.133
H -4.15063 0.29962 -5.48484 0.00 0.00 0.00 0.134
H -2.03078 1.49726 -5.06198 0.00 0.00 0.00 0.126
H -0.52654 0.74298 -3.26613 0.00 0.00 0.00 0.081

=====

Entry 3:
14
Properties=species:S:1:pos:R:3:forces:R:3:nbo_charge:R:1 method="wB97M-V/def2-TZVPD" smiles=CSS.CSS molar_mass_g_mol=160.35 gap_ev=9.383 de_lowest_kcal_mol=7.7 fmax_ev_per_a=2.3
S 1.54415 -13.42876 -6.50049 1.14 0.66 -0.02 -0.163
S 3.01514 -11.88866 -6.90212 -1.05 -1.15 -0.38 0.125
C 3.28710 -11.13104 -5.31326 -0.58 0.30 1.16 -0.778
H 0.33517 -12.83326 -6.57958 0.35 0.43 -0.11 0.126
H 4.02086 -10.31262 -5.40478 -0.26 -0.36 -0.28 0.239
H 3.63431 -11.82925 -4.53315 -0.10 0.16 -0.48 0.225
H 2.32058 -10.70338 -4.99774 0.54 -0.02 0.09 0.223
S 6.72902 -11.34220 -7.97594 0.21 -0.24 -0.05 -0.129
S 6.36589 -9.38700 -7.54899 -1.41 -0.12 -1.47 0.129
C 7.30509 -9.12018 -6.13195 1.55 0.37 1.71 -0.800
H 7.95747 -11.19290 -8.51549 -0.12 -0.04 -0.03 0.119
H 7.05185 -8.11260 -5.76146 0.13 -0.32 -0.11 0.237
H 8.37223 -9.13467 -6.41054 -0.31 0.09 0.37 0.220
H 7.14446 -9.84548 -5.31663 -0.09 0.24 -0.40 0.229

=====

Entry 4:
17
Properties=species:S:1:pos:R:3:forces:R:3:nbo_charge:R:1 method="wB97M-V/def2-TZVPD" molar_mass_g_mol=111.15 gap_ev=7.675 de_lowest_kcal_mol=113.3 fmax_ev_per_a=5.3
C -0.22188 -0.65522 -0.00934 -4.86 -0.84 -1.35 0.003
C 0.24725 0.56228 -0.66787 3.37 -1.12 3.93 -0.091
N 0.17692 -1.90401 -0.56792 0.52 -0.30 0.40 -0.820
N -1.94091 0.53406 1.19411 -0.20 0.52 0.23 -0.818
C -1.31909 -0.63163 0.82156 1.34 -0.37 -0.94 -0.015
C 1.22152 0.44034 0.71235 1.44 2.55 -2.84 0.136
C 0.54176 1.49739 -1.53498 -1.04 0.30 -0.26 -0.381
N 2.31206 -0.17288 0.91508 -0.50 -1.00 0.93 -0.655
H -0.50601 -2.26789 -1.21948 0.09 0.14 -0.02 0.379
H 1.08337 -1.86681 -1.01732 -0.16 0.03 -0.01 0.366
H -2.89639 0.47821 1.51447 0.26 0.12 -0.13 0.390
H -1.68144 1.35604 0.66036 -0.39 -0.15 0.11 0.386
H 2.37930 -1.09025 0.46848 0.25 0.44 -0.54 0.330
H -1.71960 -1.55832 1.20615 0.19 -0.01 0.20 0.208
H 1.08276 1.37986 1.24464 -0.46 -0.15 0.64 0.175
H 1.38659 2.16612 -1.38112 -0.11 -0.08 0.04 0.208
H -0.14622 1.73272 -2.33919 0.24 -0.09 -0.41 0.199

=====

Entry 5:
13
Properties=species:S:1:pos:R:3:forces:R:3:nbo_charge:R:1 method="wB97M-V/def2-TZVPD" charge=+1 molar_mass_g_mol=94.16 gap_ev="8.529 / 8.527" de_lowest_kcal_mol=110.5 fmax_ev_per_a=5.8
C 1.58711 0.15259 -0.92201 0.82 -2.78 -0.45 -0.818
C -1.23558 1.46204 0.88883 -2.24 -3.50 -4.10 -0.345
N -0.11159 -1.58322 0.56029 0.55 0.82 -3.01 -1.057
O -0.91774 -0.63094 -1.72422 1.11 -0.12 1.28 -0.820
S -0.10905 -0.32952 -0.54891 -1.87 1.45 1.78 1.680
H 1.49533 1.11142 -1.41151 0.12 0.22 -0.06 0.276
H 2.10440 -0.67348 -1.60903 -1.27 1.80 1.42 0.301
H 2.08027 0.16694 0.07048 -0.13 0.27 -0.63 0.269
H -1.01099 0.93476 1.72282 1.39 -0.74 2.88 0.189
H -2.18505 0.94255 0.50142 1.25 1.56 0.19 0.232
H -1.00084 2.45541 0.63427 0.50 0.89 -0.25 0.231
H -0.64067 -2.36934 0.31344 -0.91 -1.24 -1.43 0.430
H -0.05559 -1.63920 1.52414 0.68 1.36 2.40 0.433

=====

Entry 6:
18
Properties=species:S:1:pos:R:3:forces:R:3:nbo_charge:R:1 method="wB97M-V/def2-TZVPD" smiles=N[C@@H](CO)CS.O molar_mass_g_mol=125.19 gap_ev=9.668 de_lowest_kcal_mol=2.8 fmax_ev_per_a=0.9
C 0.57579 -1.31463 -1.74799 0.18 -0.12 0.52 -0.061
O 1.38372 -0.72142 -2.72741 0.22 0.00 -0.03 -0.718
C 0.58714 -0.52428 -0.41685 -0.63 -0.51 -0.35 -0.091
C -0.05507 -1.40228 0.66824 0.21 0.55 -0.46 -0.528
S -0.39498 -0.46910 2.18601 -0.12 -0.15 0.10 -0.040
N 1.96196 -0.18312 -0.12831 0.18 0.33 -0.06 -0.860
H 0.92873 -2.32981 -1.49760 0.02 -0.03 -0.19 0.139
H -0.42951 -1.41722 -2.15574 -0.05 0.11 0.05 0.179
H 2.22457 -0.51896 -2.28006 -0.32 0.13 -0.09 0.483
H -0.03422 0.37412 -0.52105 0.40 0.01 -0.05 0.200
H -0.97559 -1.81529 0.26195 -0.08 -0.23 0.26 0.224
H 0.63524 -2.20510 0.92358 -0.11 -0.17 0.00 0.210
H -1.67927 -0.25455 1.89052 -0.07 0.15 0.11 0.122
H 2.41439 -0.95333 0.34553 0.16 0.11 0.16 0.357
H 2.05434 0.66495 0.41642 0.01 -0.19 0.05 0.384
H -3.14060 3.64242 -0.99625 0.17 0.11 -0.05 0.466
H -3.72048 3.88614 0.36800 0.07 0.13 0.13 0.465
O -2.98181 4.14902 -0.19163 -0.24 -0.25 -0.09 -0.931

=====

Number 1: energy -1243.7975 Eh. Number 2: energy -2222.9535 Eh. Number 3: energy -1673.7261 Eh. Number 4: energy -360.0167 Eh. Number 5: energy -608.7691 Eh. Number 6: energy -724.3072 Eh.